ORCA calculation (the ωB97M-V functional and the def2-TZVPD basis) on 2 unconnected molecules or ions with the total composition C5H15NO.

The geometry in XYZ format:
```
22
C5H15NO, DFT the ωB97M-V functional and the def2-TZVPD basis
C 0.22 -1.57 3.10
N 0.22 -1.05 1.75
C -1.09 -0.52 1.42
C 1.22 0.00 1.62
H -0.53 -2.38 3.19
H -0.01 -0.79 3.85
H 1.22 -1.99 3.33
H -1.39 0.31 2.09
H -1.09 -0.14 0.38
H -1.85 -1.32 1.50
H 1.03 0.84 2.30
H 2.22 -0.42 1.84
H 1.23 0.37 0.58
C -0.20 -2.60 -2.02
O -1.41 -3.08 -1.49
C -1.17 -4.13 -0.57
H -0.44 -1.79 -2.73
H 0.36 -3.39 -2.56
H 0.46 -2.19 -1.24
H -0.66 -4.98 -1.05
H -0.56 -3.78 0.28
H -2.14 -4.47 -0.19
```

E_LUMO = 1.00 eV
Structure (SMILES) = CN(C)C.COC
Relative energy (zero: lowest compared OMol25 entry of this formula, charge and spin) = 40.7 kcal per mole
Frontier orbital gap = 9.6993 eV
HOMO = -8.70 eV

=====

ORCA calculation (the ωB97M-V functional and the def2-TZVPD basis) on 2 unconnected molecules or ions with the total composition C5H15NO at a distorted geometry.

The geometry in XYZ format:
```
22
C5H15NO, DFT the ωB97M-V functional and the def2-TZVPD basis
C -0.49 -0.48 2.93
C 0.34 0.24 1.85
N -0.21 -0.05 0.57
C 0.39 0.76 -0.46
C -0.09 -1.47 0.16
C -0.98 -1.78 -1.08
H -0.12 -1.48 3.12
H -1.51 -0.55 2.53
H -0.46 0.02 3.90
H 0.29 1.31 2.02
H 1.41 -0.09 1.86
H 0.84 1.67 -0.12
H 1.29 0.23 -0.94
H -0.32 0.99 -1.28
H 1.01 -1.70 0.12
H -0.40 -2.22 0.88
H -0.98 -2.87 -1.07
H -1.92 -1.23 -0.96
H -0.52 -1.37 -1.97
O 0.73 3.72 -3.87
H 1.44 3.13 -3.64
H 0.27 3.22 -4.56
```

E_LUMO = 0.78 eV
Structure (SMILES) = CCN(C)CC.O
Relative energy (zero: lowest compared OMol25 entry of this formula, charge and spin) = 34.3 kcal per mole
Frontier orbital gap = 9.2547 eV
HOMO = -8.48 eV

=====

ORCA calculation (the ωB97M-V functional and the def2-TZVPD basis) on 2 unconnected molecules or ions with the total composition C5H15NO at a distorted geometry.

The geometry in XYZ format:
```
22
C5H15NO, DFT the ωB97M-V functional and the def2-TZVPD basis
C 0.17 0.58 2.56
C 0.56 0.42 1.09
N 0.03 -0.75 0.42
C -1.41 -0.87 0.52
C 0.57 -0.92 -0.91
C 0.00 -2.13 -1.64
H 0.66 1.50 2.88
H -0.90 0.77 2.67
H 0.48 -0.24 3.20
H 0.20 1.32 0.57
H 1.65 0.40 1.06
H -1.76 -1.83 0.17
H -1.90 -0.06 -0.05
H -1.72 -0.78 1.56
H 1.63 -1.10 -0.78
H 0.57 -0.01 -1.54
H -0.07 -2.94 -0.91
H -0.97 -1.98 -2.09
H 0.73 -2.55 -2.33
O 0.18 2.91 -1.58
H 1.04 3.31 -1.45
H -0.16 3.22 -2.43
```

E_LUMO = 0.76 eV
Structure (SMILES) = CCN(C)CC.O
Relative energy (zero: lowest compared OMol25 entry of this formula, charge and spin) = 24.8 kcal per mole
Frontier orbital gap = 8.6626 eV
HOMO = -7.90 eV

=====

Results for E_tot: -8964.5926, -8964.8697, -8965.2819 (in eV, following the order of the records).